Entry from OMol25: a molecular structure, C2H3F2NOS at a distorted geometry (ωB97M-V/def2-TZVPD).

The geometry in XYZ format:
```
10
Properties=species:S:1:pos:R:3:mulliken_charge:R:1
C 3.76 0.35 0.20 0.516
C 0.86 -0.77 -0.03 0.109
N 3.04 1.29 0.00 -0.409
O 4.40 -0.57 0.19 -0.362
F 1.50 -1.63 0.83 -0.149
F 1.01 -1.28 -1.30 -0.172
S -1.30 -1.49 0.40 -0.284
H -1.40 -2.09 -0.93 0.233
H 2.42 2.05 0.33 0.290
H -1.03 -2.81 0.62 0.227
```

As for the total energy: -21926.828 eV. The calculation puts the energy above the lowest of the compared OMol25 structures with the same formula, charge and spin at 3.3612 eV. Its total charge is 0. The gap between HOMO and LUMO is 9.340 eV.



Entry from OMol25: a molecular structure, C2H3F2O2Si at a distorted geometry (ωB97M-V/def2-TZVPD).

The geometry in XYZ format:
```
10
Properties=species:S:1:pos:R:3:lowdin_spin:R:1
C 1.64 0.96 0.04 0.453
C -1.51 0.00 0.13 0.101
O 2.57 1.15 0.79 0.517
O 1.26 1.49 -1.02 0.426
F 0.41 -2.20 0.99 0.046
F 0.64 -1.12 -1.47 0.064
Si 0.36 -0.46 -0.01 0.362
H -1.57 0.93 0.72 0.015
H -1.81 0.02 -0.83 0.011
H -2.00 -0.77 0.66 0.005
```

As for the total energy: -19530.510 eV. The calculation puts the energy above the lowest of the compared OMol25 structures with the same formula, charge and spin at 0.0000 eV. Its total charge is -1. The spin multiplicity is 3. The gap between HOMO and LUMO (alpha / beta) is 4.161 / 7.652 eV.